A structure of composition C28H29BrCrIN3PSSe2, computed with the ωB97M-V functional and the def2-TZVPD basis.

Atoms and positions in Å:
1 Cr 0.15306 0.95303 -0.45127
2 Se 2.28253 0.30264 0.75446
3 P 1.38808 -1.68081 0.65450
4 Se -0.63293 -1.47779 -0.09873
5 C 1.43183 -2.49114 2.26649
6 C 0.30373 -3.12060 2.77802
7 C 0.37988 -3.78505 3.99415
8 C 1.57599 -3.81631 4.69452
9 C 2.70266 -3.18287 4.18369
10 C 2.63371 -2.52109 2.97043
11 C 2.34459 -2.74655 -0.45734
12 C 3.65328 -2.43990 -0.81340
13 C 4.35179 -3.28109 -1.66953
14 C 3.74620 -4.42477 -2.16695
15 C 2.44180 -4.73733 -1.80324
16 C 1.74068 -3.90206 -0.95016
17 H -0.63186 -3.08153 2.23459
18 H -0.49766 -4.27471 4.39476
19 H 1.63265 -4.33225 5.64385
20 H 3.63394 -3.20356 4.73351
21 H 3.51111 -2.02080 2.57655
22 H 4.12284 -1.54161 -0.43343
23 H 5.36875 -3.03924 -1.94842
24 H 4.29086 -5.07694 -2.83685
25 H 1.97060 -5.63284 -2.18640
26 H 0.71799 -4.13827 -0.68024
27 C -2.81803 2.51619 2.47975
28 N -2.62017 3.47750 1.41354
29 C -3.75650 4.14963 0.78065
30 C -3.06599 5.10784 -0.19366
31 N -1.75599 4.46400 -0.34288
32 C -1.51081 3.64869 0.71209
33 S 0.00099 2.93817 1.04296
34 H -3.46816 1.71114 2.13401
35 H -3.27670 3.01149 3.33462
36 H -1.85503 2.10460 2.76681
37 H -4.36657 4.66038 1.52321
38 H -4.37266 3.40710 0.26526
39 H -2.95646 6.10684 0.23200
40 H -3.58458 5.17968 -1.14630
41 H -0.97007 4.95631 -0.73570
42 Br -4.64420 -0.20061 0.26666
43 C -3.94194 -1.05244 -1.26449
44 C -4.34715 -2.35571 -1.52156
45 C -3.86121 -3.02538 -2.63150
46 C -2.97307 -2.39805 -3.49376
47 C -2.56831 -1.09858 -3.24447
48 C -3.05126 -0.43026 -2.12898
49 I -2.36961 1.51893 -1.79193
50 H -5.04312 -2.83619 -0.84838
51 H -4.18419 -4.03979 -2.82240
52 H -2.58830 -2.91614 -4.36162
53 H -1.86985 -0.60792 -3.90929
54 N 1.37048 1.16020 -2.43488
55 C 0.93451 0.40100 -3.57154
56 C 1.08657 -0.97929 -3.58898
57 C 0.66346 -1.70150 -4.69447
58 C 0.07469 -1.05935 -5.77588
59 C -0.08828 0.31836 -5.74577
60 C 0.34114 1.04964 -4.64667
61 H 1.54175 2.12207 -2.70626
62 H 2.23676 0.79090 -2.05114
63 H 1.54955 -1.48665 -2.75141
64 H 0.79935 -2.77557 -4.70567
65 H -0.24608 -1.62602 -6.63974
66 H -0.53813 0.83176 -6.58538
67 H 0.22294 2.12771 -4.63237

Values from the calculation:
F_max in eV Å⁻¹: 0.2
Multiplicity: 5
Total charge: +1
HOMO energy (spin up / spin down) in eV: -10.36 / -10.94

List of Mulliken charges in e, atom by atom:
1. Cr 0.67
2. Se -0.50
3. P 0.44
4. Se -0.25
5. C 0.95
6. C -0.35
7. C -0.66
8. C -0.45
9. C -0.70
10. C -0.45
11. C 0.42
12. C -0.20
13. C -0.68
14. C -0.48
15. C -0.74
16. C -0.25
17. H 0.25
18. H 0.41
19. H 0.39
20. H 0.40
21. H 0.36
22. H 0.40
23. H 0.42
24. H 0.42
25. H 0.43
26. H 0.39
27. C -0.74
28. N 0.21
29. C -0.52
30. C -0.53
31. N 0.00
32. C -0.23
33. S -0.42
34. H 0.13
35. H 0.30
36. H 0.27
37. H 0.41
38. H 0.26
39. H 0.34
40. H 0.30
41. H 0.28
42. Br -0.14
43. C 0.52
44. C -0.45
45. C -0.67
46. C -0.64
47. C -0.19
48. C -0.14
49. I 0.17
50. H 0.43
51. H 0.41
52. H 0.44
53. H 0.33
54. N -0.47
55. C 0.31
56. C 0.57
57. C -0.67
58. C -0.64
59. C -0.69
60. C -0.35
61. H 0.24
62. H 0.26
63. H 0.02
64. H 0.46
65. H 0.42
66. H 0.39
67. H 0.35